# 1
The following is a quantum chemistry calculation of a 3-piece molecular cluster, C16H33O6S overall at a distorted geometry, from the Open Molecules 2025 dataset.

Element x y z (Å)
C 0.73065 -1.60696 1.47874
C -0.52621 -0.87642 0.65964
S 0.07326 0.85545 0.24461
C -1.21933 1.84216 -0.69048
C -0.45880 2.92132 -1.67328
C -0.13275 2.30266 -3.15704
C 1.22886 1.33852 -3.19186
C 2.23470 1.73208 -4.46844
C 0.82152 -0.26852 -3.22437
H 1.55164 -1.89600 0.67980
H 1.18308 -0.76852 2.19528
H 0.36038 -2.50392 2.13279
H -1.48394 -0.91343 1.34334
H -0.70564 -1.53469 -0.29755
H -2.03232 1.18251 -1.23002
H -1.81337 2.47010 0.13074
H 0.57858 3.14437 -1.12675
H -1.06197 1.78809 -3.68541
H 0.14363 3.23474 -3.84920
H 1.85265 1.59426 -2.21256
H 3.35585 1.83919 -4.15036
H 2.17096 0.88538 -5.29832
H 1.92787 2.73305 -4.99764
H -0.25533 -0.35039 -3.67684
H 0.85460 -0.67888 -2.12272
H 1.54554 -0.92862 -3.86455
C 4.84756 1.41307 1.85652
C 4.02724 0.17224 2.16242
O 4.80870 -1.01689 1.99203
C 5.69324 -1.28659 2.98740
O 5.86921 -0.61588 3.99235
O 6.37028 -2.41282 2.65519
C 7.41030 -2.74938 3.56995
H 5.29586 1.34245 0.86024
H 4.22430 2.31022 1.90389
H 5.67172 1.53115 2.56685
H 3.19517 0.10658 1.45322
H 3.59225 0.20941 3.16760
H 7.03444 -2.81071 4.59649
H 8.21941 -2.01593 3.49796
H 7.80604 -3.72959 3.28983
C -5.68634 1.00909 1.87610
C -4.80004 0.28828 0.87557
O -5.34316 -0.99374 0.53613
C -6.39628 -0.97740 -0.32210
O -6.90257 0.01681 -0.81803
O -6.80865 -2.25527 -0.50683
C -7.98217 -2.37065 -1.30761
H -5.86514 0.38101 2.75478
H -5.22455 1.94695 2.19664
H -6.66640 1.23947 1.44694
H -3.81998 0.10508 1.32892
H -4.63152 0.88870 -0.02558
H -7.86186 -1.85870 -2.26794
H -8.84373 -1.97237 -0.76275
H -8.15747 -3.43212 -1.50372

As for the orbital gap: 4.144 eV. The HOMO energy comes out at -1.7 eV. For the calculated total energy, the calculation gives -40243.0318 eV. For the lowest unoccupied orbital energy, the calculation gives 0.089 Eh. The calculation puts the strongest force on any atom at 0.051 Eh/bohr. Its net charge is -1. As for the molecular weight: 353.50 g/mol.

List of Mulliken charges in e, atom by atom: atom 1 (C): -0.76, atom 2 (C): -0.28, atom 3 (S): -0.22, atom 4 (C): -0.15, atom 5 (C): -1.05, atom 6 (C): -0.56, atom 7 (C): 0.79, atom 8 (C): -0.99, atom 9 (C): -0.83, atom 10 (H): 0.19, atom 11 (H): 0.11, atom 12 (H): 0.35, atom 13 (H): 0.12, atom 14 (H): 0.29, atom 15 (H): 0.13, atom 16 (H): 0.20, atom 17 (H): 0.13, atom 18 (H): 0.17, atom 19 (H): 0.23, atom 20 (H): 0.02, atom 21 (H): 0.22, atom 22 (H): 0.23, atom 23 (H): 0.27, atom 24 (H): 0.23, atom 25 (H): -0.12, atom 26 (H): 0.37, atom 27 (C): -1.29, atom 28 (C): 0.22, atom 29 (O): -0.34, atom 30 (C): 0.75, atom 31 (O): -0.56, atom 32 (O): -0.33, atom 33 (C): -0.63, atom 34 (H): 0.32, atom 35 (H): 0.35, atom 36 (H): 0.36, atom 37 (H): -0.01, atom 38 (H): 0.33, atom 39 (H): 0.29, atom 40 (H): 0.28, atom 41 (H): 0.22, atom 42 (C): -1.25, atom 43 (C): 0.22, atom 44 (O): -0.34, atom 45 (C): 0.75, atom 46 (O): -0.55, atom 47 (O): -0.33, atom 48 (C): -0.62, atom 49 (H): 0.30, atom 50 (H): 0.37, atom 51 (H): 0.33, atom 52 (H): 0.04, atom 53 (H): 0.29, atom 54 (H): 0.29, atom 55 (H): 0.28, atom 56 (H): 0.22

---

# 2
The following is a quantum chemistry calculation of a 3-piece molecular cluster, C16H34Cl2N4O5P overall at a distorted geometry, from the Open Molecules 2025 dataset.

Element x y z (Å)
O -2.93112 2.52455 5.24421
P -3.89128 2.96928 3.83117
Cl -5.86711 2.09822 3.99469
N -3.08309 2.35203 2.31618
C -1.93659 3.12387 1.86041
C -1.07346 2.73015 0.55755
C -1.72652 1.41443 -0.14323
C -3.01308 0.85126 0.60680
Cl -3.82714 -0.64218 -0.22790
N -3.69631 1.26518 1.82547
H -2.36965 1.73341 4.98185
H -1.59677 4.08020 2.46453
H -0.15173 3.31735 0.15118
H -1.31053 0.90942 -1.11070
C 1.03444 0.22683 -3.73056
O 0.82002 1.32192 -2.85009
C 1.95676 1.60709 -2.02441
C 2.56819 2.96291 -2.40893
N 3.22316 2.89557 -3.71994
C 3.60543 4.20807 -4.25201
C 2.46565 5.19151 -4.58626
O 1.64280 4.77269 -5.67741
C 0.57676 3.90631 -5.30956
H 0.08469 -0.00930 -4.21864
H 1.76051 0.48774 -4.50368
H 1.37100 -0.65832 -3.18163
H 2.70431 0.80558 -2.05646
H 1.58715 1.67142 -0.99491
H 3.30551 3.25369 -1.65227
H 1.76270 3.70351 -2.40947
H 2.59142 2.45401 -4.38362
H 4.16663 4.01758 -5.17466
H 4.30283 4.68693 -3.55477
H 2.93397 6.12744 -4.91324
H 1.85965 5.45129 -3.71197
H 0.19937 4.10619 -4.30252
H 0.89297 2.86682 -5.40237
H -0.24246 4.05992 -6.02065
C -1.20193 -1.41704 2.18275
O -0.14673 -1.97297 2.95600
C -0.59465 -2.51866 4.20373
C -0.43802 -4.04688 4.20405
N -1.40185 -4.67802 3.29578
C -1.14098 -6.10260 3.06253
C 0.17014 -6.46896 2.33815
O 0.21733 -6.03816 0.97606
C 0.67515 -4.70356 0.79831
H -0.76129 -0.90538 1.32249
H -1.86482 -2.20156 1.81117
H -1.77268 -0.68665 2.76488
H -1.62240 -2.22001 4.44206
H 0.05745 -2.10183 4.97938
H -0.59854 -4.42570 5.21966
H 0.58997 -4.27650 3.90773
H -1.37577 -4.19802 2.39941
H -1.97544 -6.47593 2.45687
H -1.18597 -6.63545 4.01953
H 0.22287 -7.56356 2.30254
H 1.06170 -6.14550 2.88551
H 1.40099 -4.40196 1.55905
H -0.17281 -4.01810 0.78278
H 1.15918 -4.64159 -0.18262

As for the orbital gap: 4.522 eV. The HOMO energy comes out at -10.6 eV. For the calculated total energy, the calculation gives -67659.8385 eV. For the lowest unoccupied orbital energy, the calculation gives -0.224 Eh. The calculation puts the strongest force on any atom at 0.137 Eh/bohr. Its net charge is +1. As for the molecular weight: 464.35 g/mol.

List of Mulliken charges in e, atom by atom: atom 1 (O): -0.45, atom 2 (P): 0.35, atom 3 (Cl): -0.15, atom 4 (N): 0.56, atom 5 (C): -0.03, atom 6 (C): -0.32, atom 7 (C): -0.05, atom 8 (C): 0.07, atom 9 (Cl): -0.10, atom 10 (N): -0.47, atom 11 (H): 0.36, atom 12 (H): 0.33, atom 13 (H): 0.34, atom 14 (H): 0.48, atom 15 (C): -0.89, atom 16 (O): -0.26, atom 17 (C): -0.76, atom 18 (C): -0.27, atom 19 (N): -0.30, atom 20 (C): -0.64, atom 21 (C): -0.45, atom 22 (O): -0.42, atom 23 (C): -0.51, atom 24 (H): 0.27, atom 25 (H): 0.35, atom 26 (H): 0.37, atom 27 (H): 0.42, atom 28 (H): 0.35, atom 29 (H): 0.39, atom 30 (H): 0.14, atom 31 (H): 0.09, atom 32 (H): 0.37, atom 33 (H): 0.38, atom 34 (H): 0.36, atom 35 (H): 0.31, atom 36 (H): 0.24, atom 37 (H): 0.15, atom 38 (H): 0.33, atom 39 (C): -0.41, atom 40 (O): -0.36, atom 41 (C): -0.76, atom 42 (C): -0.25, atom 43 (N): -0.32, atom 44 (C): -0.66, atom 45 (C): -0.48, atom 46 (O): -0.42, atom 47 (C): -0.48, atom 48 (H): 0.06, atom 49 (H): 0.39, atom 50 (H): 0.19, atom 51 (H): 0.36, atom 52 (H): 0.40, atom 53 (H): 0.41, atom 54 (H): 0.18, atom 55 (H): 0.05, atom 56 (H): 0.37, atom 57 (H): 0.39, atom 58 (H): 0.35, atom 59 (H): 0.34, atom 60 (H): 0.27, atom 61 (H): 0.13, atom 62 (H): 0.29

---

# 3
The following is a quantum chemistry calculation of C16H34F2O7PRb as an isolated structure at a distorted geometry, from the Open Molecules 2025 dataset.

Element x y z (Å)
Rb 0.45853 -1.37045 -0.42569
C 2.32273 0.42195 -2.98319
C 0.96543 0.63975 -3.65329
O 0.25803 -0.57955 -3.66379
C -1.05107 -0.45185 -4.15869
C -2.07257 -0.06445 -3.08379
O -2.47767 -1.24525 -2.43509
C -3.49467 -1.04735 -1.47729
C -3.34317 -2.12455 -0.39969
O -2.17267 -1.95165 0.36211
C -2.30697 -1.29945 1.59291
C -2.81177 0.15465 1.53751
O -2.18507 0.89515 0.50871
C -1.55507 2.08445 0.91971
C -0.96247 2.76305 -0.31529
O 0.08923 1.98795 -0.83859
C 1.33263 2.62055 -1.00229
C 2.45243 1.57175 -0.88329
O 2.25583 0.37815 -1.58279
H 3.03693 1.18695 -3.31979
H 2.68403 -0.56475 -3.28439
H 1.11823 0.98145 -4.68969
H 0.40083 1.40345 -3.10849
H -1.34167 -1.43655 -4.53569
H -1.07227 0.28105 -4.97909
H -2.93797 0.43495 -3.55279
H -1.61817 0.62165 -2.35949
H -4.48417 -1.13995 -1.95519
H -3.40457 -0.05335 -1.03199
H -3.23457 -3.08545 -0.91479
H -4.23647 -2.15385 0.23611
H -1.29847 -1.29985 2.00961
H -2.97647 -1.86305 2.26451
H -2.61237 0.60465 2.51551
H -3.89877 0.17855 1.35651
H -0.74897 1.86225 1.62421
H -2.28857 2.75795 1.38941
H -0.61847 3.76715 -0.03739
H -1.74057 2.86095 -1.08499
H 1.49343 3.38615 -0.22899
H 1.37353 3.12065 -1.98399
H 2.50243 1.25515 0.15901
H 3.40493 2.05325 -1.16089
C 2.66323 1.26505 3.58291
P 1.72353 -0.20455 2.97331
C 0.77573 -0.76225 4.44591
C 2.93383 -1.48635 2.59341
O 0.83033 0.17305 1.85831
H 3.25023 1.03035 4.46501
H 1.96733 2.07075 3.80801
H 3.33243 1.59565 2.79041
H 1.42923 -0.89085 5.30131
H 0.29713 -1.71285 4.21951
H 0.01353 -0.02155 4.68271
H 3.41163 -1.86235 3.49261
H 3.67953 -1.04795 1.93351
H 2.46473 -2.33705 1.99541
F 0.74043 -3.70195 0.22901
C 2.14123 -3.52835 0.55751
F 2.56453 -2.62255 -0.49699
H 2.57803 -4.49825 0.22261

As for the orbital gap: 5.950 eV. The HOMO energy comes out at -5.8 eV. For the calculated total energy, the calculation gives -46852.5303 eV. For the lowest unoccupied orbital energy, the calculation gives 0.005 Eh. The calculation puts the strongest force on any atom at 0.043 Eh/bohr. As for the molecular weight: 492.88 g/mol.

List of Mulliken charges in e, atom by atom: atom 1 (Rb): 0.85, atom 2 (C): -0.77, atom 3 (C): -0.13, atom 4 (O): -0.34, atom 5 (C): -0.81, atom 6 (C): 0.57, atom 7 (O): -0.33, atom 8 (C): -0.28, atom 9 (C): -0.72, atom 10 (O): -0.32, atom 11 (C): -0.27, atom 12 (C): -0.72, atom 13 (O): -0.06, atom 14 (C): -0.16, atom 15 (C): -1.13, atom 16 (O): 0.20, atom 17 (C): -0.84, atom 18 (C): -0.25, atom 19 (O): -0.21, atom 20 (H): 0.42, atom 21 (H): 0.29, atom 22 (H): 0.33, atom 23 (H): 0.17, atom 24 (H): 0.35, atom 25 (H): 0.38, atom 26 (H): 0.36, atom 27 (H): -0.39, atom 28 (H): 0.31, atom 29 (H): 0.23, atom 30 (H): 0.33, atom 31 (H): 0.44, atom 32 (H): -0.15, atom 33 (H): 0.44, atom 34 (H): 0.56, atom 35 (H): 0.33, atom 36 (H): 0.00, atom 37 (H): 0.50, atom 38 (H): 0.54, atom 39 (H): 0.24, atom 40 (H): 0.60, atom 41 (H): 0.26, atom 42 (H): -0.27, atom 43 (H): 0.46, atom 44 (C): -1.34, atom 45 (P): 0.96, atom 46 (C): -1.27, atom 47 (C): -0.77, atom 48 (O): -0.58, atom 49 (H): 0.41, atom 50 (H): 0.37, atom 51 (H): 0.33, atom 52 (H): 0.45, atom 53 (H): 0.33, atom 54 (H): 0.33, atom 55 (H): 0.45, atom 56 (H): 0.31, atom 57 (H): 0.22, atom 58 (F): -0.35, atom 59 (C): -0.66, atom 60 (F): -0.31, atom 61 (H): 0.06

---

Question: Which of these has the lowest calculated total energy?
Answer: C16H34Cl2N4O5P

---

Question: Which value of molecular weight does entry 2 give?
Answer: 464.35 g/mol

---

Question: Which value of calculated total energy does entry 2 give?
Answer: -67659.8385 eV

---

Question: What is the formula in the first record?
Answer: C16H33O6S